{
  "formula": "C10H38NO12",
  "method": "the ωB97M-V functional and the def2-TZVPD basis",
  "total_energy_ha": -1361.262942,
  "spin_multiplicity": 2,
  "charge": -2,
  "homo_energy_ev": [2.8, -1.9],
  "gap_ev": [2.20, 6.81],
  "elements": ["N", "O", "O", "O", "C", "O", "H", "H", "H", "H", "C", "C", "C", "O", "H", "H", "H", "H", "H", "H", "H", "H", "C", "C", "C", "O", "H", "H", "H", "H", "H", "H", "H", "H", "C", "C", "C", "O", "H", "H", "H", "H", "H", "H", "H", "H", "O", "H", "H", "O", "H", "H", "O", "H", "H", "O", "H", "H", "O", "H", "H"],
  "coordinates": [[-0.7705, 0.1543, -0.2711], [0.0254, -0.4530, 0.4068], [-1.9371, -0.2777, -0.4025], [-0.3724, 1.1743, -0.8944], [2.2198, -1.6234, -1.9367], [3.0080, -0.8698, -2.8970], [2.5679, -2.6522, -2.0291], [2.3847, -1.0853, -1.0032], [1.1528, -1.5823, -2.1559], [2.7097, 0.0388, -2.8133], [-3.5213, 0.2352, -3.6811], [-2.4990, 1.2368, -3.9164], [-2.6858, 2.0582, -5.1384], [-2.4421, 2.0289, -2.7380], [-3.7313, -0.4045, -4.5382], [-4.4855, 0.6952, -3.4644], [-3.3676, -0.4072, -2.8140], [-1.5064, 0.7865, -3.9121], [-1.7949, 2.6492, -5.3507], [-3.4748, 2.8099, -5.1168], [-2.8651, 1.5170, -6.0674], [-1.7997, 1.5026, -2.2564], [1.9685, 1.1150, 3.0381], [2.5401, 2.5522, 3.0850], [3.0306, 3.0440, 1.6999], [1.5122, 3.4011, 3.3392], [2.7700, 0.4617, 2.6934], [1.2083, 0.9694, 2.2707], [1.6202, 0.7454, 4.0025], [3.4320, 2.6618, 3.7018], [2.3827, 2.7152, 0.8874], [4.0083, 2.6765, 1.3882], [3.1819, 4.1176, 1.5875], [0.9199, 3.3460, 2.5857], [0.9516, -2.5528, 3.4252], [1.8324, -3.0927, 2.3313], [2.4941, -4.4873, 2.5455], [0.9960, -3.1560, 1.1357], [1.4938, -2.4521, 4.3654], [0.0857, -3.1987, 3.5705], [0.6036, -1.5587, 3.1444], [2.6859, -2.4200, 2.2475], [1.7915, -5.2829, 2.7934], [3.1866, -4.5267, 3.3863], [2.9960, -4.8662, 1.6552], [0.7073, -2.2409, 1.1057], [-0.3729, 3.2077, 0.9779], [-0.7462, 3.8572, 0.3822], [-0.0011, 2.5395, 0.4020], [-3.6680, -3.0889, -1.0983], [-3.8589, -3.4363, -0.2270], [-3.1923, -2.2749, -0.9331], [1.7058, 1.8837, -2.7573], [2.1077, 2.7300, -2.5610], [1.0938, 1.7358, -2.0363], [-1.9267, -0.4113, 3.0331], [-1.8226, 0.5389, 3.0829], [-1.8466, -0.6129, 2.1008], [-4.4123, -0.5146, 0.4871], [-4.7690, -1.2271, -0.0433], [-3.5047, -0.4294, 0.1953]],
  "forces_ev_per_a": [[-1.093, 0.839, -0.320], [4.065, -3.068, 3.687], [-3.194, -0.988, -0.996], [0.704, 3.087, -2.425], [0.568, 1.136, -0.743], [-0.191, -0.630, -0.216], [0.025, 0.080, 0.585], [-0.237, -0.941, 0.526], [-0.042, -0.006, -0.047], [-0.168, 0.448, -0.134], [-2.377, -1.875, -0.070], [1.137, 0.479, 0.970], [0.282, 1.276, -1.390], [-0.191, 0.807, -0.774], [0.259, -0.246, -0.263], [-0.101, 0.461, -0.011], [0.566, 0.095, -0.002], [0.129, -0.477, -0.822], [0.271, 0.021, 0.182], [-0.384, -0.132, 0.589], [-0.023, -0.571, 0.140], [0.529, 0.341, 1.721], [1.560, -0.075, -0.347], [0.450, -0.996, -2.897], [1.171, -0.984, -1.093], [-1.345, 1.902, 2.372], [0.199, -0.365, 0.151], [-0.330, 0.361, 0.056], [-0.067, 0.250, 0.030], [-0.518, 0.084, 0.956], [-0.368, 0.051, 0.126], [0.285, -0.566, 0.233], [-0.527, 0.207, 0.637], [-0.644, 0.096, -0.413], [0.134, -0.199, 0.515], [-0.123, -1.467, -0.708], [-0.807, -0.108, 0.239], [1.790, -0.251, 1.408], [0.074, -0.037, 0.207], [-0.050, 0.028, 0.029], [-0.163, -0.020, -0.029], [0.037, 0.414, -0.616], [-0.586, 0.144, -0.055], [0.268, 0.476, -0.012], [0.144, 0.450, -0.139], [-0.905, 0.731, -1.112], [0.221, 1.026, 1.273], [-0.182, -0.005, -0.161], [-0.203, -1.234, -0.969], [-0.594, -0.514, -0.362], [0.109, -0.035, 0.262], [0.795, 0.598, 0.055], [0.787, 0.142, -0.758], [0.163, 0.186, 0.012], [-1.120, -0.676, 0.871], [-0.121, -0.176, 0.852], [0.064, 0.219, -0.180], [0.178, -0.047, -0.769], [-1.490, -0.226, 0.524], [-0.137, -0.078, -0.156], [1.319, 0.558, -0.221]]
}

***

{
  "formula": "C10H40AlN20O14P",
  "method": "the ωB97M-V functional and the def2-TZVPD basis",
  "total_energy_ha": -3137.355388,
  "homo_energy_ev": -9.6,
  "e_above_lowest_ev": 8.892,
  "gap_ev": 2.58,
  "elements": ["Al", "P", "O", "O", "O", "O", "C", "O", "N", "N", "H", "H", "H", "H", "C", "O", "N", "N", "H", "H", "H", "H", "C", "O", "N", "N", "H", "H", "H", "H", "C", "O", "N", "N", "H", "H", "H", "H", "C", "O", "N", "N", "H", "H", "H", "H", "C", "O", "N", "N", "H", "H", "H", "H", "C", "O", "N", "N", "H", "H", "H", "H", "C", "O", "N", "N", "H", "H", "H", "H", "C", "O", "N", "N", "H", "H", "H", "H", "C", "O", "N", "N", "H", "H", "H", "H"],
  "coordinates": [[-1.5345, 2.0290, 2.3696], [0.2551, 0.2880, 0.3885], [0.8317, 0.4311, 1.7778], [-1.1144, -0.2538, 0.6389], [1.0723, -0.4084, -0.7231], [-0.0027, 1.7205, -0.1547], [0.2186, 1.4866, -3.7380], [0.1316, 1.7472, -4.8733], [0.2265, 0.2798, -3.2877], [0.5289, 2.2943, -2.7820], [0.4305, -0.5583, -3.8131], [0.6704, 0.3031, -2.3807], [0.7507, 3.2703, -2.9176], [0.3125, 1.8217, -1.9160], [-0.4008, -1.0617, 4.8216], [-0.4112, 0.1487, 4.6028], [-1.3525, -1.6446, 5.5738], [0.4871, -1.8524, 4.4240], [-2.1803, -1.0913, 5.7433], [-1.3429, -2.6121, 5.8634], [0.4118, -2.8499, 4.5634], [1.0823, -1.4109, 3.7378], [-0.2142, 5.2146, 0.7863], [-0.4011, 4.6716, 1.8629], [-0.7207, 6.4483, 0.6243], [0.2175, 4.6886, -0.3021], [-0.4508, 7.0829, -0.1136], [-1.5234, 6.7530, 1.1563], [0.4322, 3.7018, -0.2917], [0.2612, 5.1958, -1.1745], [-3.4844, -1.4964, 2.2480], [-3.2717, -0.4651, 2.8538], [-3.8440, -2.6791, 2.6693], [-3.4269, -1.5825, 0.9257], [-3.8016, -2.7399, 3.6766], [-4.1350, -3.5370, 2.2226], [-3.4583, -2.4758, 0.4554], [-2.8024, -0.8612, 0.5943], [3.0135, 3.1921, 0.6584], [3.5304, 4.2177, 0.9468], [2.5784, 2.9357, -0.5603], [2.8040, 2.2625, 1.5839], [1.7853, 2.3278, -0.4135], [2.6226, 3.5950, -1.3241], [2.1536, 1.5111, 1.4036], [3.1746, 2.5033, 2.4921], [-0.0721, -3.8671, 0.0502], [-0.0354, -5.0336, 0.2324], [0.5701, -3.1545, -0.8321], [-0.6355, -2.9728, 0.7072], [0.4468, -2.1522, -0.8500], [1.1598, -3.6588, -1.4785], [-0.9605, -3.3164, 1.5996], [-0.5843, -1.9700, 0.5990], [3.8300, -0.9226, -2.2364], [4.8984, -1.0734, -2.8217], [2.8602, -1.7719, -2.2836], [3.4624, 0.1111, -1.6573], [2.9102, -2.6312, -2.8120], [2.0236, -1.4377, -1.8271], [3.9449, 0.9785, -1.4707], [2.6173, -0.0532, -1.1291], [3.3344, -2.1501, 2.0814], [4.1932, -2.8851, 2.4147], [2.7572, -2.2776, 0.8790], [2.8387, -1.0926, 2.7739], [2.0467, -1.5914, 0.6681], [3.1453, -2.9262, 0.2091], [2.1323, -0.5041, 2.3559], [3.0814, -0.8905, 3.7333], [-1.9023, -2.5769, -3.3916], [-1.4491, -3.6085, -3.0364], [-2.2632, -2.3083, -4.6079], [-2.2519, -1.6759, -2.6237], [-2.1000, -3.0219, -5.3037], [-2.8041, -1.4586, -4.6828], [-1.9761, -1.8988, -1.6780], [-2.7247, -0.8464, -2.9529], [-3.3031, 1.6619, -1.5406], [-4.2810, 2.0008, -2.2243], [-3.1407, 0.5081, -1.0671], [-2.2408, 2.4029, -1.4643], [-2.1776, 0.3485, -0.8083], [-3.8497, -0.1947, -1.2203], [-2.3024, 3.2694, -1.9797], [-1.3080, 2.1001, -1.2228]],
  "forces_ev_per_a": [[0.528, -0.452, -0.066], [0.422, 2.025, -1.205], [0.802, -0.522, 0.162], [-1.406, -1.156, -0.225], [-1.106, -0.299, 1.970], [0.303, 0.346, 0.422], [1.072, 0.254, -2.107], [-0.950, 1.749, -5.421], [-0.230, -5.301, 2.858], [0.582, 3.213, 3.145], [-0.332, 0.527, -0.478], [-0.058, -1.405, -0.086], [-0.477, -0.403, 0.036], [0.682, 1.664, 0.859], [-3.863, 2.979, 2.093], [-0.146, 0.741, -0.502], [-1.947, -0.116, 1.092], [4.315, -3.038, -2.398], [0.226, -0.184, 0.150], [0.018, 0.339, -0.175], [0.366, 0.298, -0.354], [0.502, -0.900, -0.025], [-2.749, 1.656, 1.928], [0.209, -1.795, 0.976], [-0.614, 2.914, -0.335], [2.015, -2.286, -3.055], [-0.034, -0.393, 0.014], [0.571, -0.258, 0.315], [0.075, 0.186, 0.003], [-0.147, -0.141, 0.370], [-0.340, 0.190, -2.381], [0.365, 0.323, 1.221], [-0.773, -2.781, 5.351], [0.379, 1.602, -2.891], [-0.370, -0.347, 0.043], [0.271, 0.732, -0.532], [0.263, 0.268, 0.162], [-0.260, -0.383, -0.539], [0.306, 0.256, 0.745], [2.178, 3.485, 0.792], [-0.708, -1.809, -1.854], [0.278, -0.733, 0.597], [-0.524, -0.192, -1.448], [-0.043, -0.034, 0.549], [-0.046, -0.185, 0.849], [-0.408, -0.352, -0.050], [1.905, -1.537, -2.176], [0.085, -3.317, 0.442], [3.777, -0.201, -5.122], [-5.717, 3.392, 7.616], [0.605, -0.024, -0.552], [-0.197, 0.369, -0.364], [-0.546, 0.508, 0.186], [-0.248, -0.118, 0.152], [4.699, -1.911, -4.005], [1.123, -0.498, -0.371], [-3.276, -4.346, -0.268], [-1.685, 6.776, 4.437], [0.111, 0.324, 0.158], [-0.290, -0.890, -0.502], [0.429, -0.532, -0.315], [0.027, 1.190, 0.331], [-0.794, 1.238, 0.156], [2.614, -1.996, 1.578], [-1.186, 0.276, -1.322], [-0.062, 0.466, 0.902], [0.276, -0.288, -0.934], [-0.219, 0.254, 0.077], [-0.030, 0.280, -0.004], [0.451, -0.325, -0.325], [-0.246, -2.821, -3.387], [2.774, -4.245, 1.419], [-0.405, 0.380, -4.111], [-1.624, 5.500, 6.380], [-0.420, 0.595, -0.195], [0.119, -0.561, -1.359], [-0.469, 0.949, 0.259], [0.456, -0.002, 0.856], [-2.785, 2.930, -4.085], [-0.468, 0.167, 0.594], [0.077, -4.864, 2.196], [2.192, 3.915, -0.247], [-0.276, -1.147, 0.432], [0.289, 0.092, 0.353], [0.032, -0.078, 0.135], [-0.293, -0.180, 0.411]]
}

***

{
  "formula": "C10H40F6N20O10P",
  "method": "the ωB97M-V functional and the def2-TZVPD basis",
  "total_energy_ha": -3193.564847,
  "charge": -1,
  "homo_energy_ev": -6.3,
  "e_above_lowest_ev": 7.429,
  "gap_ev": 7.54,
  "elements": ["P", "F", "F", "F", "F", "F", "F", "C", "O", "N", "N", "H", "H", "H", "H", "C", "O", "N", "N", "H", "H", "H", "H", "C", "O", "N", "N", "H", "H", "H", "H", "C", "O", "N", "N", "H", "H", "H", "H", "C", "O", "N", "N", "H", "H", "H", "H", "C", "O", "N", "N", "H", "H", "H", "H", "C", "O", "N", "N", "H", "H", "H", "H", "C", "O", "N", "N", "H", "H", "H", "H", "C", "O", "N", "N", "H", "H", "H", "H", "C", "O", "N", "N", "H", "H", "H", "H"],
  "coordinates": [[0.3994, -0.1158, 0.2085], [0.1357, 0.6390, 1.5824], [-1.0470, 0.3398, -0.4583], [1.0820, 1.1728, -0.4323], [0.9561, -0.7683, -1.1392], [1.6397, -0.6415, 1.0176], [-0.2880, -1.4710, 0.7366], [-2.9319, -0.2878, 3.3759], [-3.3271, -0.2599, 4.5262], [-2.4032, 0.6980, 2.7114], [-2.8133, -1.4187, 2.7396], [-1.8593, 0.3824, 1.9210], [-2.0857, 1.5444, 3.1618], [-2.2795, -1.3728, 1.8834], [-3.2387, -2.2646, 3.0911], [0.7134, 0.4250, -4.6887], [0.0479, 1.4247, -4.3552], [1.0769, -0.4710, -3.8607], [1.2224, 0.3121, -5.8676], [1.4519, -1.3286, -4.2401], [0.8236, -0.3857, -2.8867], [0.6857, 0.9052, -6.4843], [1.8367, -0.4448, -6.1317], [-5.0945, 1.7048, 0.5238], [-5.9336, 2.5753, 0.8497], [-5.3061, 0.4672, 0.4648], [-3.9529, 1.9103, 0.0123], [-4.4684, 0.0923, 0.0429], [-6.2063, 0.0810, 0.7109], [-3.5940, 2.8125, -0.2656], [-3.4342, 1.2069, -0.4940], [0.5568, -2.3566, 4.2843], [0.4587, -2.7707, 5.4794], [1.0090, -1.1937, 4.0488], [0.3353, -3.1425, 3.2710], [1.2847, -0.5714, 4.7950], [0.9873, -0.9539, 3.0679], [0.2638, -2.8035, 2.3223], [0.1555, -4.1062, 3.5143], [4.7685, -0.0470, -0.8192], [5.5895, 0.1441, 0.1231], [3.7193, 0.6050, -0.8903], [4.9430, -0.7020, -1.9660], [3.4095, 0.8628, 0.0358], [3.0538, 0.2692, -1.5717], [4.3233, -0.6153, -2.7588], [5.8190, -1.1875, -2.0964], [3.3171, 3.4261, 0.8120], [3.1897, 3.8754, -0.2256], [4.2855, 3.8184, 1.5365], [2.6054, 2.5351, 1.3506], [4.9797, 4.4173, 1.1127], [4.3580, 3.6291, 2.5259], [2.7983, 2.2557, 2.3018], [1.8750, 2.0684, 0.8320], [-3.8013, -0.1787, -2.4913], [-3.8611, -0.5500, -1.3161], [-4.6186, -0.4567, -3.4174], [-2.7742, 0.3461, -3.1245], [-4.4097, -0.3631, -4.4011], [-5.4882, -0.8564, -3.0948], [-2.7483, 0.7118, -4.0656], [-1.9941, 0.4863, -2.4985], [5.5066, -1.8146, 3.4259], [6.1982, -2.3802, 4.3524], [4.4186, -1.1029, 3.6231], [5.6104, -2.0378, 2.1230], [3.7847, -0.8691, 2.8723], [3.9428, -0.9936, 4.5073], [4.9731, -1.5176, 1.5371], [6.3041, -2.6601, 1.7337], [-2.1503, -4.2726, -0.3504], [-1.3270, -5.1602, -0.3008], [-3.2986, -4.2745, 0.1755], [-1.9193, -3.2018, -0.9713], [-3.5451, -5.1741, 0.5629], [-4.0933, -3.6654, 0.0431], [-2.6150, -2.4750, -1.0594], [-1.1128, -3.0184, -1.5511], [-1.5525, 3.9215, -1.5178], [-2.1611, 4.1610, -0.4691], [-1.2803, 2.7738, -1.8373], [-1.2309, 4.7721, -2.4681], [-1.2571, 2.1543, -1.0400], [-0.8822, 2.6541, -2.7577], [-1.1598, 4.3953, -3.4025], [-1.3514, 5.7270, -2.1619]],
  "forces_ev_per_a": [[-0.813, -0.214, 0.476], [-1.770, 1.487, 0.143], [0.906, -0.635, 0.506], [-0.014, 1.512, 0.524], [-0.701, -2.132, -0.747], [3.510, -0.590, -0.377], [-1.215, -0.107, -0.648], [-0.151, -0.333, 3.707], [-1.099, 0.703, 0.989], [1.391, 2.902, -2.060], [-0.006, -3.284, -2.496], [-0.151, 0.955, 0.143], [-0.307, -0.301, 0.008], [-0.398, -1.004, 0.040], [0.358, 0.325, -0.152], [-1.600, 3.987, 1.687], [-0.527, -0.346, -0.316], [1.117, -3.642, 3.148], [0.451, 0.315, -4.124], [-0.081, 0.011, 0.669], [0.045, -0.294, -0.108], [0.813, -0.312, -0.820], [-0.402, 0.380, -0.343], [-4.985, 5.096, 1.135], [0.715, -0.280, 0.256], [-2.026, -5.691, 1.273], [6.895, 3.621, -2.955], [-1.596, -2.144, 0.525], [0.611, -0.218, -0.102], [-0.302, 0.503, 0.748], [-0.306, -0.015, 0.522], [-0.457, -3.534, 6.357], [-0.043, 0.251, -1.627], [1.478, 4.636, -2.042], [-0.843, -2.137, -2.441], [-0.454, -0.182, -0.351], [0.431, 0.975, 0.373], [0.027, -0.354, 0.141], [-0.184, 0.321, -0.358], [6.476, -0.254, 1.463], [-0.790, -1.708, -1.424], [-6.903, 3.346, 0.933], [2.511, -2.826, -1.707], [-0.603, 0.673, -0.356], [-0.496, 0.608, 0.579], [0.262, 0.038, 0.408], [-0.253, 0.126, -0.152], [0.952, -0.209, 2.184], [-1.862, 3.186, -9.472], [5.795, 2.458, 4.638], [-4.272, -5.193, 3.144], [-0.351, -0.085, 0.251], [0.233, -0.017, -0.351], [-0.290, -0.205, -0.372], [0.051, 0.562, 0.398], [2.583, -0.641, 0.677], [0.703, -0.384, -0.951], [-6.730, -2.264, -2.587], [4.414, 1.688, 1.733], [-0.349, -0.075, 0.538], [-0.153, -0.019, -0.661], [-0.013, 0.018, 0.580], [0.406, 0.459, -0.677], [2.060, -3.752, 2.977], [-1.577, 2.055, -2.667], [-3.166, 2.700, 1.705], [1.011, -0.735, -1.756], [0.372, -0.198, -0.042], [0.780, -0.368, 0.135], [0.823, -0.245, -0.439], [-0.163, 0.457, 0.193], [3.558, -2.089, -0.902], [0.926, -2.090, 0.619], [-6.644, -2.402, 4.020], [1.423, 6.830, -4.388], [-0.104, 0.193, 0.190], [0.680, 0.249, -0.279], [0.004, 0.060, 0.184], [0.063, -0.590, 0.553], [-3.182, 4.923, 3.093], [0.486, 1.340, 0.529], [1.861, -8.278, -1.718], [0.268, 3.257, -0.889], [0.158, -0.669, -0.805], [0.621, -1.278, 0.594], [0.207, 1.042, 0.103], [-0.103, 0.075, -1.128]]
}